No. 1
ORCA calculation (wB97M-V/def2-TZVPD) on C24H29I2N5O2Sn as an isolated structure.

Each line ends with the Löwdin charge.
Cartesian coordinates (Å):
Sn -0.536 0.110 -0.636  1.255
C -1.342 -2.546 0.717  -0.055
N -0.543 -2.162 -0.477  -0.236
C 0.871 -2.582 -0.393  -0.072
C 1.681 -1.806 -1.404  -0.232
C 2.845 -2.301 -1.951  0.052
C 3.553 -1.521 -2.857  0.048
C 3.076 -0.259 -3.188  0.021
C 1.913 0.187 -2.602  -0.104
N 1.224 -0.577 -1.731  -0.014
C -1.195 -2.656 -1.722  -0.069
C -2.439 -1.844 -1.975  -0.297
C -3.565 -2.367 -2.573  0.041
C -4.675 -1.550 -2.762  0.048
C -4.631 -0.232 -2.320  0.017
C -3.475 0.237 -1.738  -0.145
N -2.394 -0.554 -1.579  -0.071
C -1.290 -1.498 1.800  -0.214
C -1.430 -1.812 3.135  0.055
C -1.566 -0.786 4.063  0.050
C -1.554 0.534 3.626  0.014
C -1.355 0.785 2.288  -0.078
N -1.225 -0.214 1.389  -0.011
H -1.052 -3.530 1.085  0.163
H -2.386 -2.617 0.401  0.154
H 0.963 -3.657 -0.560  0.163
H 1.237 -2.365 0.615  0.149
H 3.192 -3.289 -1.676  0.150
H 4.467 -1.897 -3.301  0.148
H 3.595 0.369 -3.900  0.142
H 1.506 1.164 -2.818  0.070
H -1.433 -3.718 -1.632  0.165
H -0.501 -2.538 -2.558  0.142
H -3.578 -3.404 -2.883  0.151
H -5.568 -1.943 -3.232  0.151
H -5.485 0.424 -2.417  0.144
H -3.400 1.256 -1.383  0.080
H -1.463 -2.849 3.445  0.149
H -1.692 -1.016 5.114  0.149
H -1.696 1.355 4.315  0.141
H -1.311 1.795 1.903  0.126
I -0.967 2.654 -2.272  1.149
C -1.420 2.216 -4.331  -0.997
I -1.424 0.170 -4.849  0.946
H -0.642 2.723 -4.891  -0.009
H -2.399 2.642 -4.517  -0.006
O 1.721 0.176 1.341  0.090
C 1.522 1.326 1.005  -0.543
O 0.591 1.660 0.130  -0.264
C 2.336 2.508 1.524  -0.129
N 3.449 1.964 2.393  0.126
C 3.281 2.531 3.801  -0.053
C 1.812 2.903 3.856  -0.125
C 1.539 3.445 2.451  -0.086
H 2.758 3.027 0.664  0.178
H 4.373 2.184 2.020  0.198
H 3.356 0.941 2.408  0.167
H 3.925 3.404 3.878  0.151
H 3.608 1.782 4.518  0.148
H 1.631 3.652 4.624  0.144
H 1.196 2.031 4.086  0.114
H 1.923 4.460 2.356  0.144
H 0.486 3.472 2.180  0.119

Calculated values
energy = -58900.495 eV
charge = +4



No. 2
ORCA calculation (wB97M-V/def2-TZVPD) on C29H36AuN7OSSi2 as an isolated structure in a non-equilibrium geometry.

Each line ends with the Löwdin charge.
Cartesian coordinates (Å):
Au 0.682 -0.337 -0.208  0.757
C 1.750 2.671 -3.935  -0.187
Si 1.376 2.598 -2.044  0.380
C 3.071 2.213 -1.255  -0.197
C 1.040 4.467 -1.646  -0.198
N 0.244 1.488 -1.452  -0.168
C -1.403 0.846 -3.368  -0.306
C -2.041 1.849 -4.272  -0.047
C -3.349 1.828 -4.547  -0.093
C -4.216 0.791 -4.049  -0.114
C -3.744 -0.182 -3.256  -0.065
C -2.363 -0.208 -2.769  -0.133
H 2.504 3.421 -4.170  0.013
H 0.860 2.912 -4.510  -0.001
H 2.109 1.710 -4.288  -0.002
H 3.835 2.860 -1.676  0.010
H 3.352 1.187 -1.456  0.013
H 3.083 2.352 -0.180  -0.003
H 1.959 5.028 -1.494  0.008
H 0.430 4.586 -0.756  -0.015
H 0.493 4.947 -2.454  0.007
H -1.397 2.618 -4.680  0.104
H -3.791 2.604 -5.162  0.093
H -5.253 0.809 -4.357  0.082
H -4.402 -0.964 -2.897  0.105
H -1.941 -1.218 -2.789  0.145
N -3.339 1.080 -0.845  0.091
C -2.119 0.363 -1.284  -0.617
O -1.667 -0.482 -0.425  -0.206
C -1.091 1.467 -1.927  -0.407
C -1.675 2.766 -1.817  -0.236
N -2.077 3.828 -1.619  0.174
C -0.301 0.231 -4.034  -0.192
N 0.514 -0.309 -4.637  0.173
H -3.968 0.367 -0.481  0.073
H -3.077 1.652 -0.044  0.067
N 0.748 2.728 1.356  0.115
C -0.052 1.971 2.110  -0.655
N -0.231 0.726 1.957  0.072
C -1.148 0.194 2.798  -0.301
C -1.635 -1.102 2.735  -0.012
C -2.606 -1.487 3.637  -0.095
C -3.082 -0.605 4.604  -0.128
C -2.621 0.699 4.668  -0.129
C -1.669 1.098 3.752  -0.493
S -0.987 2.686 3.503  0.996
H 0.879 2.322 0.423  0.026
H 0.621 3.727 1.387  0.084
H -1.260 -1.725 1.943  0.085
H -3.016 -2.486 3.589  0.093
H -3.841 -0.927 5.305  0.084
H -3.007 1.396 5.398  0.091
C 2.344 -4.880 0.251  -0.191
Si 0.982 -3.560 0.629  0.406
C -0.010 -4.441 2.043  -0.184
C -0.176 -3.491 -0.871  -0.195
N 1.605 -1.998 0.925  -0.174
C 2.431 -1.652 1.935  -0.404
C 2.811 -2.521 2.979  -0.072
C 3.667 -2.128 3.984  -0.143
C 4.199 -0.848 4.010  -0.164
C 3.840 0.031 2.996  -0.128
C 2.986 -0.356 1.992  -0.077
H 1.913 -5.863 0.077  0.007
H 3.046 -4.974 1.073  0.001
H 2.912 -4.607 -0.632  0.009
H -0.738 -5.145 1.646  0.010
H -0.547 -3.715 2.643  -0.008
H 0.641 -4.996 2.715  0.004
H -0.839 -4.351 -0.926  0.012
H 0.382 -3.444 -1.800  0.019
H -0.785 -2.597 -0.813  -0.025
H 2.402 -3.519 2.990  0.066
H 3.932 -2.836 4.765  0.084
H 4.868 -0.538 4.805  0.071
H 4.246 1.038 2.991  0.089
H 2.707 0.334 1.209  0.046

Calculated values
energy = -73420.808 eV
relative energy (zero: lowest compared OMol25 entry of this formula, charge and spin) = 0.379 eV
charge = -2



No. 3
ORCA calculation (wB97M-V/def2-TZVPD) on a 11-piece molecular cluster, C35H70N6O19 overall in a non-equilibrium geometry.

Each line ends with the Löwdin charge.
Cartesian coordinates (Å):
C -2.811 -2.301 -6.143  0.014
C -3.258 -0.869 -5.593  -0.315
C -2.521 -0.142 -4.464  -0.128
O -2.428 1.172 -4.941  0.002
C -2.726 1.238 -6.335  -0.412
O -2.722 2.219 -7.056  0.153
O -3.319 0.028 -6.675  0.072
H -1.761 -2.279 -6.435  0.070
H -3.530 -2.614 -6.899  0.084
H -2.935 -2.956 -5.280  0.075
H -4.208 -1.016 -5.080  0.139
H -1.584 -0.692 -4.381  0.111
H -3.020 -0.254 -3.501  0.128
C 1.256 -0.747 -5.736  0.011
C 1.653 0.099 -4.467  -0.329
C 2.468 -0.630 -3.396  -0.100
O 3.666 0.108 -3.441  0.061
C 3.546 1.258 -4.204  -0.413
O 4.412 2.168 -4.409  0.081
O 2.302 1.289 -4.807  0.059
H 0.691 -1.627 -5.430  0.049
H 2.057 -1.150 -6.356  0.089
H 0.626 -0.136 -6.383  0.081
H 0.745 0.355 -3.922  0.121
H 2.609 -1.639 -3.786  0.106
H 1.915 -0.543 -2.461  0.104
C -1.154 -6.824 5.186  -0.035
C -1.364 -5.588 4.328  -0.349
C -0.300 -4.606 4.742  -0.059
O 0.172 -4.230 3.420  0.047
C -0.264 -5.084 2.481  -0.554
O -0.195 -5.071 1.282  0.139
O -1.129 -5.961 3.015  0.108
H -2.031 -7.470 5.209  0.081
H -1.052 -6.511 6.225  0.089
H -0.320 -7.473 4.919  0.097
H -2.319 -5.170 4.647  0.159
H 0.554 -5.064 5.241  0.135
H -0.537 -3.719 5.330  0.112
C 1.251 -3.818 -3.579  -0.018
C 0.536 -4.602 -4.698  -0.378
C 0.981 -6.020 -4.897  -0.052
O -0.196 -6.795 -4.528  0.100
C -1.201 -6.034 -4.207  -0.536
O -2.289 -6.452 -3.922  0.161
O -0.785 -4.706 -4.362  0.067
H 0.875 -2.807 -3.424  0.046
H 2.289 -3.762 -3.909  0.085
H 1.252 -4.429 -2.676  0.100
H 0.788 -4.007 -5.575  0.140
H 1.862 -6.206 -4.283  0.131
H 1.322 -6.309 -5.892  0.135
C -5.519 3.577 -1.635  -0.046
N -4.317 3.287 -0.886  -0.180
C -3.448 2.247 -1.420  -0.045
C -3.941 3.986 0.208  -0.291
O -2.880 3.744 0.815  -0.046
H -6.424 3.656 -1.032  0.086
H -5.730 2.716 -2.270  0.091
H -5.350 4.559 -2.075  0.097
H -4.004 1.351 -1.697  0.084
H -2.900 2.500 -2.328  0.082
H -2.600 1.952 -0.802  0.074
H -4.672 4.691 0.632  0.143
C 4.272 3.315 5.468  -0.078
N 4.082 1.946 5.244  -0.195
C 5.051 1.023 5.861  -0.006
C 3.238 1.582 4.233  -0.252
O 3.233 0.457 3.635  -0.050
H 5.317 3.562 5.281  0.099
H 4.171 3.497 6.538  0.098
H 3.569 3.927 4.904  0.075
H 4.513 0.128 6.174  0.091
H 5.804 0.716 5.134  0.098
H 5.579 1.509 6.681  0.092
H 2.534 2.376 3.940  0.113
C 0.435 -1.006 1.626  -0.007
N 0.295 -0.587 0.200  -0.174
C 0.513 0.784 -0.162  -0.036
C 0.059 -1.580 -0.670  -0.272
O -0.087 -1.262 -1.868  -0.065
H -0.312 -0.404 2.143  0.082
H 1.469 -1.155 1.937  0.078
H 0.085 -2.028 1.769  0.067
H 1.490 1.021 0.260  0.101
H 0.415 0.930 -1.238  0.075
H -0.185 1.430 0.370  0.074
H 0.116 -2.597 -0.250  0.142
C -1.628 5.363 3.444  -0.053
N -0.286 4.845 3.323  -0.182
C 0.226 4.255 2.057  -0.044
C 0.587 4.886 4.390  -0.300
O 0.218 5.196 5.566  -0.046
H -1.805 6.030 4.288  0.092
H -2.267 4.502 3.637  0.080
H -2.039 5.762 2.517  0.082
H 1.238 3.852 2.087  0.074
H -0.491 3.533 1.665  0.057
H 0.346 5.139 1.431  0.091
H 1.621 4.666 4.081  0.101
C -0.831 1.491 4.830  -0.048
N -1.096 0.123 5.240  -0.191
C -2.142 -0.567 4.618  -0.090
C -0.197 -0.557 6.024  -0.286
O -0.300 -1.691 6.505  0.001
H -1.637 2.103 5.236  0.092
H -0.800 1.760 3.774  0.080
H 0.045 1.789 5.405  0.080
H -2.967 -0.293 5.277  0.098
H -2.590 -0.483 3.628  0.094
H -2.034 -1.651 4.638  0.082
H 0.763 -0.018 6.051  0.130
C 1.087 3.833 -2.533  -0.034
N 0.401 4.319 -3.771  -0.156
C -0.380 3.345 -4.545  -0.041
C 0.871 5.420 -4.371  -0.335
O 0.363 5.809 -5.435  -0.008
H 1.892 4.423 -2.095  0.089
H 1.421 2.827 -2.792  0.059
H 0.405 3.593 -1.717  0.065
H 0.268 2.949 -5.327  0.096
H -0.780 2.519 -3.957  0.065
H -1.203 3.812 -5.087  0.090
H 1.679 5.892 -3.791  0.132
C 3.431 -3.045 3.611  -0.138
O 3.352 -2.204 4.788  -0.134
H 3.021 -4.054 3.659  0.070
H 2.810 -2.652 2.806  0.046
H 4.429 -2.973 3.179  0.078
H 3.261 -1.310 4.449  0.000

Calculated values
energy = -85269.032 eV
relative energy (zero: lowest compared OMol25 entry of this formula, charge and spin) = 0.657 eV